Record 1
A structure of composition C21H57AlBN2O6, computed with the ωB97M-V functional and the def2-TZVPD basis.

```
! wB97M-V def2-TZVPD RIJCOSX def2/J DEFGRID3
* xyz -1 1
C -1.9655 -1.8121 -5.5141
C -1.3831 -0.4445 -5.8661
C -1.8891 0.6780 -4.9575
C -1.5014 0.5072 -3.4711
N -0.6072 1.5496 -2.9638
Al -0.5265 1.6314 -1.0845
C 1.3100 2.1914 -0.4652
C 1.3649 2.4589 1.0424
C 2.5735 3.2669 1.5640
C 3.7150 2.4217 2.1554
C 4.0409 1.1411 1.3860
C 5.0897 0.2834 2.0700
O 6.3935 0.7481 1.7402
C 7.3901 -0.2238 1.8865
B -0.9039 -0.3630 -0.2299
O -0.5646 -1.4792 -1.0093
N -1.3111 -0.7261 1.1531
C -2.1817 0.2505 1.7981
C -0.2096 -1.1686 2.0123
H -1.5851 -2.1662 -4.5541
H -1.7054 -2.5638 -6.2646
H -3.0564 -1.7622 -5.4444
H -1.6385 -0.2093 -6.9061
H -0.2913 -0.4945 -5.8053
H -1.5110 1.6452 -5.2948
H -2.9829 0.7138 -5.0636
H -2.4132 0.4757 -2.8626
H -1.0316 -0.4736 -3.3539
H 0.3296 1.2976 -3.2734
H -1.5485 2.8253 -0.5595
H 2.0893 1.4724 -0.7558
H 1.5492 3.1238 -0.9979
H 1.3178 1.5082 1.5895
H 0.4529 2.9941 1.3341
H 2.2126 3.9272 2.3546
H 2.9739 3.8779 0.7491
H 3.4756 2.1635 3.1937
H 4.6318 3.0218 2.1767
H 3.1431 0.5407 1.2332
H 4.4282 1.4033 0.3973
H 4.9642 0.3357 3.1621
H 4.9938 -0.7705 1.7795
H 8.2805 0.1302 1.3679
H 7.6454 -0.3980 2.9409
H 7.0852 -1.1815 1.4468
H -0.5101 -2.2930 -0.4862
H -3.0316 0.4156 1.1379
H -1.7135 1.2233 1.9966
H -2.5655 -0.1691 2.7341
H 0.7738 -0.9350 1.5834
H -0.2354 -2.2489 2.1911
H -0.2597 -0.6646 2.9806
C -3.1469 -4.4271 -1.1634
C -2.7191 -4.6211 0.2812
O -1.8155 -3.6254 0.7174
H -2.2752 -4.4178 -1.8191
H -3.8217 -5.2239 -1.4848
H -3.6618 -3.4727 -1.2878
H -2.1972 -5.5748 0.3897
H -3.5968 -4.6438 0.9384
H -2.2587 -2.7602 0.6497
C -6.5419 -2.6711 1.0489
C -5.4730 -1.8002 1.6841
O -4.2332 -1.8774 0.9990
H -6.2148 -3.7113 1.0148
H -7.4755 -2.6153 1.6121
H -6.7450 -2.3469 0.0254
H -5.2631 -2.1296 2.7021
H -5.8137 -0.7597 1.7325
H -4.3682 -1.5604 0.0990
C 0.3539 6.6570 4.9987
C 0.5353 5.1666 5.2166
O 1.7386 4.6778 4.6438
H 0.3682 6.8859 3.9331
H -0.5945 6.9983 5.4176
H 1.1580 7.2203 5.4797
H -0.2620 4.6091 4.7258
H 0.4971 4.9330 6.2875
H 2.4840 5.1286 5.0503
C 2.0330 -3.3294 -3.2713
C 2.3752 -1.8727 -3.5388
O 1.2383 -1.0385 -3.4826
H 1.2876 -3.6782 -3.9879
H 2.9199 -3.9632 -3.3474
H 1.6147 -3.4429 -2.2689
H 2.7838 -1.7559 -4.5447
H 3.1412 -1.5338 -2.8291
H 0.8480 -1.0990 -2.5946
*
```

## Properties
Energy above the lowest of the compared OMol25 structures with the same formula, charge and spin, kJ/mol: 0.00
HOMO-LUMO gap, eV: 6.216

Record 2
A structure of composition C21H57B3O21S7 in a non-equilibrium geometry, computed with the ωB97M-V functional and the def2-TZVPD basis.

```
! wB97M-V def2-TZVPD RIJCOSX def2/J DEFGRID3
* xyz 0 1
S -8.0060 -3.9428 10.9223
C -6.9160 -4.9095 9.7619
C -5.4267 -4.6315 10.1286
C -4.3991 -5.5835 9.4229
B -3.9956 -4.9614 8.0058
O -2.9768 -3.9684 7.8558
B -3.7098 -2.7791 7.5640
O -4.5720 -2.8421 6.4438
B -5.2672 -4.0791 6.3786
O -4.6689 -5.3095 6.7905
H -7.4888 -2.6747 10.8531
H -7.1857 -5.9639 9.9221
H -7.1612 -4.5705 8.7380
H -5.2451 -3.5547 9.9115
H -5.3104 -4.7270 11.2239
H -3.5089 -5.6469 10.0827
H -4.7626 -6.6188 9.2920
H -3.5966 -1.8295 8.2685
H -6.3844 -4.1353 5.9865
O -5.0324 3.2322 4.3661
S -5.4426 2.1560 3.5041
O -6.5964 1.3566 3.8044
O -4.1865 1.1884 3.2549
C -3.4941 0.6672 4.3949
C -4.2442 -0.4896 5.0303
C -5.5799 2.7599 1.8494
H -3.2980 1.4599 5.1237
H -2.5325 0.3152 4.0353
H -5.1746 -0.1500 5.4866
H -3.6405 -0.9508 5.7994
H -4.5050 -1.2383 4.2828
H -4.6801 3.3191 1.6029
H -6.4520 3.4094 1.8072
H -5.7095 1.9145 1.1779
O -1.3550 1.9477 2.4566
S -0.8416 3.2923 2.4053
O -0.9548 4.0855 1.2140
O 0.6894 3.2890 2.8893
C 1.6128 2.3972 2.2485
C 2.0543 2.9167 0.8933
C -1.4961 4.2070 3.7670
H 1.1857 1.3939 2.1652
H 2.4793 2.3231 2.9060
H 1.2281 2.9101 0.1814
H 2.8545 2.2963 0.4868
H 2.4067 3.9460 0.9703
H -1.3605 3.6265 4.6770
H -2.5564 4.3707 3.5779
H -0.9750 5.1592 3.8307
O 3.9939 0.9064 -2.0217
S 5.4179 1.1008 -1.9659
O 5.9889 2.3471 -1.5417
O 6.0538 0.6893 -3.3827
C 5.5163 1.3042 -4.5631
C 6.0303 2.7189 -4.7481
C 6.1372 -0.2034 -1.0155
H 4.4255 1.2817 -4.5427
H 5.8359 0.6932 -5.4069
H 5.6476 3.3815 -3.9709
H 5.7168 3.1143 -5.7150
H 7.1193 2.7438 -4.6881
H 5.7472 -1.1538 -1.3714
H 5.8578 -0.0463 0.0245
H 7.2184 -0.1600 -1.1233
O 2.0157 3.4679 -6.6660
S 2.0772 2.0461 -6.8592
O 3.3128 1.3820 -7.1738
O 0.9660 1.6172 -7.9387
C 0.9626 2.2842 -9.2092
C 2.0488 1.7608 -10.1292
C 1.3459 1.2458 -5.4635
H 1.0458 3.3651 -9.0736
H -0.0134 2.0905 -9.6547
H 3.0393 2.0257 -9.7561
H 1.9411 2.1809 -11.1297
H 2.0080 0.6733 -10.1954
H 0.3848 1.7099 -5.2572
H 2.0176 1.3771 -4.6161
H 1.2288 0.1880 -5.6875
O 1.8139 -1.0656 -12.2795
S 2.8294 -2.0452 -12.5538
O 3.7511 -1.8903 -13.6428
O 2.1394 -3.4949 -12.6555
C 1.0436 -3.6593 -13.5649
C 1.5126 -3.7893 -15.0021
C 3.7488 -2.3444 -11.0750
H 0.3293 -2.8400 -13.4544
H 0.5325 -4.5749 -13.2663
H 1.9436 -2.8542 -15.3612
H 0.6778 -4.0500 -15.6543
H 2.2838 -4.5559 -15.0876
H 3.0531 -2.5167 -10.2574
H 4.3518 -1.4601 -10.8774
H 4.3908 -3.2083 -11.2302
O 2.3794 0.2376 5.1549
S 1.2315 0.9039 5.7067
O 1.0860 2.3304 5.6398
O 1.0430 0.4348 7.2345
C 2.1602 0.5619 8.1236
C 2.3523 1.9918 8.5938
C -0.2304 0.1568 5.0606
H 3.0675 0.1741 7.6546
H 1.9432 -0.0756 8.9811
H 2.6646 2.6373 7.7722
H 3.1165 2.0390 9.3709
H 1.4190 2.3964 8.9875
H -0.1486 -0.9234 5.1626
H -0.3088 0.4315 4.0095
H -1.0864 0.5370 5.6110
*
```

## Properties
Energy above the lowest of the compared OMol25 structures with the same formula, charge and spin, kJ/mol: 120.49
HOMO-LUMO gap, eV: 9.576

Record 3
A structure of composition C21H57GaN5O9 in a non-equilibrium geometry, computed with the ωB97M-V functional and the def2-TZVPD basis.

```
! wB97M-V def2-TZVPD RIJCOSX def2/J DEFGRID3
* xyz -1 1
N -2.8425 -4.2152 -1.3603
C -2.3585 -3.7462 -0.0188
Ga -0.7447 -2.4943 -0.2362
N -1.2646 -0.6064 -0.0245
C 0.8762 -2.9569 0.9450
C 0.6005 -3.0798 2.4800
N -0.7946 -3.2438 2.8488
N 1.1364 -1.9339 3.2054
N 1.3011 -4.2821 3.0031
H -3.2115 -5.1437 -1.2548
H -2.0721 -4.2447 -2.0098
H -2.1648 -4.6440 0.5864
H -3.1877 -3.1548 0.3941
H -0.2474 -2.6202 -1.7838
H -1.3697 -0.4835 0.9771
H -0.4625 -0.0805 -0.3452
H 1.5902 -2.1231 0.8265
H 1.4114 -3.8287 0.5580
H -1.1940 -4.0815 2.4691
H -1.3367 -2.4327 2.6160
H 1.1871 -1.1357 2.5952
H 0.5206 -1.7712 3.9875
H 0.8420 -5.1147 2.6685
H 2.2383 -4.2674 2.6470
C 2.6263 6.5898 0.2923
O 1.9268 5.8816 -0.7033
C 2.6917 4.8052 -1.2259
C 1.7961 3.7832 -1.8994
O 1.1594 2.8988 -0.9911
C 0.0628 3.4256 -0.2516
C -1.1949 3.5879 -1.0830
O -1.1320 4.7856 -1.8508
C -2.0491 4.7722 -2.9206
H 3.5562 7.0127 -0.1059
H 1.9870 7.4015 0.6355
H 2.8510 5.9388 1.1450
H 3.2563 4.3169 -0.4237
H 3.3950 5.2156 -1.9633
H 2.4330 3.1434 -2.5147
H 1.0731 4.2593 -2.5635
H 0.3382 4.3529 0.2531
H -0.1416 2.6812 0.5199
H -2.0650 3.6566 -0.4184
H -1.3103 2.7192 -1.7393
H -1.8227 3.9571 -3.6172
H -1.9571 5.7175 -3.4536
H -3.0761 4.6707 -2.5515
C -5.1189 1.2847 -10.5862
O -4.0677 1.2995 -9.6495
C -3.3432 2.5189 -9.6822
C -2.5725 2.7209 -8.3919
O -3.3709 3.2110 -7.3240
C -4.2421 2.2691 -6.7040
C -3.5246 1.2852 -5.8014
O -2.9422 0.2437 -6.5669
C -1.9373 -0.4420 -5.8441
H -4.7382 1.4105 -11.6065
H -5.6180 0.3203 -10.5113
H -5.8477 2.0727 -10.3629
H -4.0273 3.3624 -9.8309
H -2.6388 2.4737 -10.5236
H -1.8304 3.5024 -8.5711
H -2.0331 1.8185 -8.1014
H -4.8601 1.7571 -7.4426
H -4.9073 2.8688 -6.0790
H -4.2447 0.8341 -5.1072
H -2.7540 1.8128 -5.2282
H -1.1178 0.2371 -5.5845
H -1.5439 -1.2307 -6.4827
H -2.3465 -0.8918 -4.9347
C 2.8932 -5.5137 6.0490
O 3.4325 -4.3444 6.6247
C 3.0897 -3.1836 5.8729
C 3.2287 -1.9404 6.7273
O 2.1214 -1.7199 7.5985
C 2.0421 -2.5558 8.7424
C 3.0347 -2.1930 9.8312
O 4.3184 -2.7243 9.5415
C 5.3302 -2.0843 10.2812
H 3.2663 -5.6573 5.0301
H 3.2014 -6.3597 6.6643
H 1.7998 -5.4696 6.0335
H 2.0660 -3.2593 5.4986
H 3.7743 -3.1186 5.0189
H 3.2362 -1.0799 6.0557
H 4.1711 -1.9332 7.2780
H 2.1153 -3.6092 8.4684
H 1.0394 -2.3895 9.1432
H 2.6989 -2.6203 10.7862
H 3.0881 -1.1019 9.9223
H 5.3781 -1.0181 10.0312
H 6.2800 -2.5456 10.0159
H 5.1649 -2.2053 11.3585
*
```

## Properties
Energy above the lowest of the compared OMol25 structures with the same formula, charge and spin, kJ/mol: 29.25
HOMO-LUMO gap, eV: 6.798

Record 4
A structure of composition C21H58Ag2N5O6 in a non-equilibrium geometry, computed with the ωB97M-V functional and the def2-TZVPD basis.

```
! wB97M-V def2-TZVPD RIJCOSX def2/J DEFGRID3
* xyz 4 4
Ag 1.8132 -1.4813 -0.5287
Ag 3.0167 0.5887 2.2531
C 0.4316 1.4431 -0.2955
O 1.3401 0.6264 0.4041
H 0.2399 2.4288 0.1286
H 0.6607 1.5590 -1.3548
H -0.5547 1.0170 -0.1116
C 5.1280 3.0416 -3.5749
C 4.0509 3.2419 -2.4255
C 2.7424 3.9560 -2.6799
O 2.0279 4.2036 -1.3656
C 0.7877 4.8786 -1.4221
N 3.7714 1.9411 -1.8548
H 6.1193 3.0345 -3.1217
H 5.0325 3.8976 -4.2429
H 4.9785 2.1729 -4.2160
H 4.5407 3.8082 -1.6334
H 2.1387 3.5308 -3.4817
H 2.9754 4.9505 -3.0606
H 0.8079 5.2899 -0.4129
H -0.1254 4.2983 -1.5554
H 0.8639 5.7335 -2.0940
H 2.9133 2.0797 -1.3406
H 3.6311 1.1996 -2.5260
C 1.2913 3.6685 2.8074
C 2.7245 3.7312 2.3295
C 3.4177 5.1023 2.4567
O 4.7697 4.9725 2.1309
C 5.6297 6.1449 2.4288
N 3.4236 2.6580 3.0659
H 1.1003 3.9255 3.8493
H 0.8745 2.6621 2.8460
H 0.6257 4.2899 2.2083
H 2.6378 3.4945 1.2690
H 3.3664 5.4410 3.4915
H 3.0744 5.8776 1.7717
H 5.1808 7.0677 2.0614
H 6.6144 6.1590 1.9616
H 5.6607 6.2207 3.5158
H 4.3685 3.0080 2.9974
H 3.1727 2.7876 4.0356
C -2.7162 -1.1747 -2.7210
C -3.1013 -2.5341 -2.4131
C -3.8817 -3.2689 -3.5586
O -3.9380 -4.6630 -3.3009
C -5.0033 -4.9905 -2.3145
N -1.9185 -3.3801 -2.1457
H -3.5731 -0.5019 -2.7541
H -2.0781 -1.0944 -3.6011
H -2.1132 -0.8351 -1.8789
H -3.6051 -2.6028 -1.4489
H -3.3800 -3.0433 -4.4997
H -4.9013 -2.9859 -3.8203
H -4.9479 -4.4151 -1.3904
H -4.7452 -6.0295 -2.1097
H -6.0296 -4.8870 -2.6667
H -1.1496 -2.9880 -2.6703
H -2.2361 -4.2477 -2.5539
C -1.1366 -4.2698 1.1851
C 0.1936 -3.6463 0.7134
C 1.0107 -4.5910 -0.1884
O 1.9477 -3.8938 -0.9773
C 2.5729 -4.7767 -1.9366
N -0.1313 -2.3906 0.0822
H -1.9133 -4.2402 0.4209
H -1.4938 -3.6258 1.9888
H -1.1099 -5.2093 1.7371
H 0.7785 -3.3074 1.5684
H 0.2864 -4.9691 -0.9099
H 1.4043 -5.3488 0.4890
H 1.9706 -5.3571 -2.6355
H 3.1956 -5.5291 -1.4524
H 3.1219 -4.1232 -2.6146
H -0.8364 -1.8681 0.5821
H -0.5634 -2.7952 -0.7362
C -4.9230 -0.3145 1.0766
C -3.8402 -0.7643 2.1154
C -4.1107 -2.2002 2.5127
O -3.4776 -2.7308 3.6631
C -3.8398 -2.0912 4.8438
N -2.5877 -0.7108 1.4062
H -5.9344 -0.4686 1.4526
H -4.8782 -0.8640 0.1363
H -4.8448 0.7605 0.9142
H -3.7869 -0.1691 3.0270
H -3.8484 -2.8500 1.6778
H -5.1907 -2.3426 2.5498
H -3.4505 -1.0734 4.8163
H -3.4633 -2.6174 5.7210
H -4.9159 -1.9288 4.9039
H -2.3687 0.1936 1.0135
H -1.7825 -0.8953 1.9874
*
```

## Properties
HOMO-LUMO gap (spin up / spin down), eV: 5.899 / 2.909